[1]
Formula: C16H37N3O13V3
Source: the Open Molecules 2025 dataset
Level of theory: the ωB97M-V functional and the def2-TZVPD basis

ORCA input file:
```
! wB97M-V def2-TZVPD RIJCOSX def2/J DEFGRID3
* xyz 1 5
O 0.3398 1.4422 -3.0837
V -0.6304 1.7010 -1.8426
O -3.2868 3.1284 1.1050
V -1.7355 3.1335 1.3118
O 2.9257 1.8569 -0.0357
V 1.7776 2.2393 0.9673
C 0.1224 4.0132 -0.4985
O 0.2661 3.9814 0.7023
O 0.8924 3.2595 -1.1016
O -1.0307 3.6252 -0.7369
C -0.6337 0.6244 0.7539
O -1.6454 1.0965 0.2720
O 0.3500 0.6855 -0.0333
O -0.2618 1.3943 1.6504
C 0.7925 -2.2029 -2.1609
O -0.0854 -1.1644 -2.5807
C -1.2276 -1.6761 -3.2284
C -2.0635 -0.4649 -3.7299
N -2.4180 0.5582 -2.6584
C -3.3302 1.5818 -3.1859
C -2.7132 2.6888 -4.1338
O -1.5333 3.1914 -3.5203
C -0.9684 4.2733 -4.1952
H 1.2420 -1.9644 -1.1969
H 1.5344 -2.3963 -2.9356
H 0.5344 -3.2564 -2.0528
H -1.8086 -2.3638 -2.6139
H -0.8371 -2.1287 -4.1398
H -2.8889 -0.8277 -4.3424
H -1.3351 0.0596 -4.3484
H -2.9210 -0.0919 -2.0714
H -3.8893 2.1719 -2.4598
H -4.2439 1.1950 -3.6371
H -3.4457 3.4876 -4.2502
H -2.3732 2.3466 -5.1112
H -0.0325 4.5459 -3.7074
H -1.5686 5.1798 -4.2733
H -0.5850 3.9232 -5.1536
C 1.9476 -0.2279 4.5857
C 2.7007 0.8432 3.7366
C 4.2433 0.7278 3.9742
O 4.8976 1.6982 3.0555
C 6.1969 2.1151 3.5180
N 2.3658 0.5763 2.3213
H 2.4981 -0.4605 5.4973
H 2.0004 -1.2004 4.0962
H 0.9092 -0.0185 4.8424
H 2.5331 1.8933 3.9761
H 4.4296 -0.3259 3.7665
H 4.3470 0.8618 5.0510
H 6.5645 1.2885 4.1259
H 6.2280 2.9952 4.1603
H 6.9146 1.9934 2.7067
H 1.4228 0.2148 2.3083
H 2.8404 -0.2803 2.0741
C -1.7181 -4.9669 -0.2507
C -2.2032 -4.0637 0.9264
C -1.4037 -2.6994 1.0055
O 0.0556 -2.8090 1.2551
C 0.5195 -3.1588 2.5715
N -3.5812 -3.6021 0.7472
H -0.6403 -4.8821 -0.3892
H -2.1161 -4.7041 -1.2308
H -2.0054 -5.9836 0.0175
H -2.2605 -4.5088 1.9198
H -1.9138 -2.0935 1.7544
H -1.4860 -2.1216 0.0850
H 0.0340 -2.7299 3.4481
H 1.5767 -2.9275 2.7016
H 0.4399 -4.2375 2.7065
H -3.9075 -3.2587 -0.1448
H -3.7145 -2.7936 1.3376
*
```

Values from the calculation:
HOMO-LUMO gap (alpha / beta), eV: 5.8 / 7.2
Relative energy (zero: lowest compared OMol25 entry of this formula, charge and spin), kJ/mol: 0.0
E_HOMO (alpha / beta), Ha: -0.3732 / -0.4134
LUMO energy (alpha / beta), eV: -4.309 / -4.000

***

[2]
Formula: C21H49AlN2O8P
Source: the Open Molecules 2025 dataset
Level of theory: the ωB97M-V functional and the def2-TZVPD basis

ORCA input file:
```
! wB97M-V def2-TZVPD RIJCOSX def2/J DEFGRID3
* xyz -1 1
N 1.8079 -1.4671 3.7649
C 2.2814 -0.4764 2.7249
C 1.7505 1.0683 2.9555
O 2.8206 1.9461 2.3748
C 0.4132 1.3352 2.0261
Al -1.3339 1.5410 3.1080
P -3.0475 0.7744 1.6641
N -4.0286 -0.4894 2.4508
O -2.2107 -0.0178 0.3282
H 1.3018 -2.2419 3.2675
H 1.2275 -1.0310 4.5143
H 3.4730 -0.4077 2.7346
H 1.9942 -0.8865 1.6595
H 1.6202 1.3698 4.0810
H 2.8001 1.6791 1.3884
H 0.2510 0.3948 1.3250
H 0.5283 2.2598 1.2887
H -1.6137 3.0978 3.3574
H -1.2857 0.7156 4.4800
H -5.0197 -0.3025 2.1200
H -3.9907 -0.4313 3.4985
H -1.5590 0.7042 0.0170
C 0.1476 -5.6970 0.9066
C 0.1150 -4.2310 1.2465
O -0.0162 -3.8475 2.4078
C 0.2493 -3.2523 0.1107
H 0.0399 -6.2849 1.8244
H -0.6799 -5.9414 0.2357
H 1.1032 -5.9491 0.4398
H -0.5736 -3.3877 -0.5956
H 1.2094 -3.3954 -0.3915
H 0.2087 -2.2312 0.5048
C -1.5760 -0.4437 7.6876
C -0.5038 -1.2554 7.0114
O 0.5334 -0.7326 6.6069
C -0.7496 -2.7317 6.8495
H -1.2622 0.6045 7.7348
H -2.5051 -0.5051 7.1151
H -1.7317 -0.8085 8.7060
H -1.6417 -2.8951 6.2397
H -0.8683 -3.1984 7.8305
H 0.1083 -3.1892 6.3452
C -2.1232 -0.8885 -3.8077
C -0.8083 -0.1615 -3.7161
O 0.2198 -0.7423 -3.3718
C -0.7999 1.3035 -4.0620
H -1.9779 -1.9377 -3.5295
H -2.8441 -0.4407 -3.1190
H -2.4999 -0.8473 -4.8329
H -1.4618 1.8490 -3.3847
H -1.1176 1.4423 -5.0985
H 0.2163 1.6967 -3.9512
C -0.4524 -7.2864 -3.3035
C -0.4850 -5.8204 -2.9636
O -0.6162 -5.4369 -1.8023
C -0.3507 -4.8417 -4.0994
H -0.5601 -7.8742 -2.3857
H -1.2799 -7.5307 -3.9744
H 0.5032 -7.5385 -3.7703
H -1.1736 -4.9770 -4.8057
H 0.6094 -4.9848 -4.6016
H -0.3913 -3.8206 -3.7053
C 1.1737 5.3252 -6.6999
C 0.4493 4.8746 -5.4597
O 0.3870 3.6851 -5.1532
C -0.1959 5.9358 -4.6090
H 1.5891 4.4524 -7.2148
H 0.4774 5.8303 -7.3741
H 1.9941 5.9945 -6.4286
H -0.9532 6.4681 -5.1900
H 0.5634 6.6323 -4.2445
H -0.6817 5.4647 -3.7478
C 2.1971 4.2725 -0.9113
C 2.2576 5.7758 -0.8655
O 2.2119 6.4484 -1.8943
C 2.3762 6.4245 0.4877
H 2.1124 3.9443 -1.9528
H 3.1108 3.8507 -0.4850
H 1.3216 3.9189 -0.3608
H 3.2978 6.0986 0.9764
H 1.5087 6.1668 1.1005
H 2.4093 7.5126 0.3669
*
```

Values from the calculation:
HOMO-LUMO gap, eV: 5.4
E_HOMO, Ha: -0.1186
LUMO energy, eV: 2.222

***

[3]
Formula: C36H50CeN4O4P2S
Source: the Open Molecules 2025 dataset
Level of theory: the ωB97M-V functional and the def2-TZVPD basis

ORCA input file:
```
! wB97M-V def2-TZVPD RIJCOSX def2/J DEFGRID3
* xyz 1 2
Ce -0.8489 0.3811 0.9257
C -3.4949 -1.2473 -2.4102
C -3.4382 0.2441 -2.6238
C -4.1180 0.6608 -3.9345
P -1.6899 0.8772 -2.2926
C -1.5384 2.2316 -3.5355
C -0.6677 3.3597 -2.9363
C -1.0931 1.9435 -4.9586
C -0.4663 -0.4518 -2.7234
C -0.7676 -1.2567 -3.8200
C -0.0549 -2.4481 -4.0313
C -0.4233 -3.2634 -5.2984
C 0.9323 -2.8652 -3.1353
C 1.3729 -2.0008 -2.1519
C 0.6726 -0.7821 -1.9585
N 0.9850 0.0517 -0.7874
C 2.2063 0.6967 -0.7726
C 2.8193 1.3248 -1.9155
C 4.0803 1.8872 -1.8323
C 4.7162 2.0563 -0.5768
C 6.0924 2.6868 -0.4310
C 4.1757 1.3534 0.4883
C 2.9001 0.7825 0.4450
P 2.2464 0.1471 2.0039
C 3.0641 1.1505 3.3798
C 2.8872 2.6945 3.2619
C 2.5514 0.7909 4.7632
C 3.0406 -1.5034 2.3890
C 2.0937 -2.5843 1.7300
C 4.5285 -1.7512 1.9548
H -4.3850 -1.5791 -1.8700
H -2.6146 -1.6344 -1.8647
H -3.5633 -1.8326 -3.3209
H -3.9595 0.7590 -1.8324
H -3.4549 0.4480 -4.7955
H -4.3991 1.7303 -3.8325
H -5.0357 0.0864 -4.0594
H -2.5808 2.5993 -3.5193
H 0.4208 3.2560 -3.2697
H -0.6820 3.4726 -1.8875
H -1.0644 4.2563 -3.3954
H -0.0206 1.6745 -4.9796
H -1.2925 2.8219 -5.5750
H -1.6707 1.1538 -5.3970
H -1.6154 -0.9243 -4.4811
H -0.5156 -2.5112 -6.0850
H -1.3710 -3.8788 -5.1136
H 0.4310 -3.9421 -5.6005
H 1.4794 -3.8136 -3.2865
H 2.2914 -2.1440 -1.6150
H 2.3245 1.2147 -2.9025
H 4.5254 2.2144 -2.7856
H 6.2992 3.2158 -1.3704
H 6.9452 1.9655 -0.4520
H 6.2754 3.3615 0.4022
H 4.6897 1.3675 1.4967
H 4.1268 0.8512 3.2901
H 1.9979 2.9923 3.7956
H 2.6892 2.9787 2.2148
H 3.7934 3.1942 3.6366
H 1.4570 0.9677 4.7370
H 2.9451 1.5209 5.5279
H 2.8139 -0.2178 5.1147
H 2.9872 -1.5839 3.4975
H 1.8170 -2.2323 0.7130
H 1.1708 -2.6890 2.3097
H 2.5589 -3.5862 1.7360
H 4.6481 -1.6702 0.7903
H 4.8462 -2.7627 2.3235
H 5.1337 -0.9794 2.4651
O -2.7024 4.4442 1.3835
C -2.3633 3.1849 1.2958
O -1.1782 2.8476 1.2005
C -3.4690 2.2515 1.1848
C -4.7964 2.5539 1.0293
C -5.7681 1.5282 0.9131
C -5.2792 0.1721 0.9559
C -3.9120 -0.0758 1.0984
N -3.0418 0.9563 1.2985
C -3.3229 -1.4106 1.2616
O -3.9464 -2.3269 1.7533
O -2.0137 -1.4090 0.9272
H -1.8714 5.0264 1.4775
H -5.1518 3.5750 0.9263
H -6.8489 1.7442 0.7673
H -5.9079 -0.6436 0.7285
S -1.1387 -0.1679 3.8407
C -0.9657 -1.8574 3.9647
N -1.6218 -2.8526 3.3202
C -1.3486 -4.1234 3.9007
C -0.5196 -3.7734 5.1132
N -0.2459 -2.3871 4.9742
H -2.3724 -2.6859 2.6445
H -0.8432 -4.8348 3.2453
H -2.2873 -4.6581 4.1815
H 0.3319 -4.4798 5.0678
H -1.0869 -4.0177 6.0537
H 0.4659 -1.8675 5.5167
*
```

Values from the calculation:
HOMO-LUMO gap (alpha / beta), eV: 4.5 / 4.5
Relative energy (zero: lowest compared OMol25 entry of this formula, charge and spin), kJ/mol: 3.1
E_HOMO (alpha / beta), Ha: -0.3215 / -0.3217
LUMO energy (alpha / beta), eV: -4.218 / -4.212

***

[4]
Formula: C6H15N
Source: the Open Molecules 2025 dataset
Level of theory: the ωB97M-V functional and the def2-TZVPD basis

ORCA input file:
```
! wB97M-V def2-TZVPD RIJCOSX def2/J DEFGRID3
* xyz 1 2
C 2.1271 -1.7128 -1.9731
C 1.6976 -0.7065 -0.9045
C 0.7049 0.2877 -1.4941
C 1.0998 -1.4354 0.2881
H 2.8427 -2.4291 -1.5679
H 1.2750 -2.2958 -2.3331
H 2.5727 -1.2080 -2.8309
H 2.5852 -0.1574 -0.5758
H 0.3814 1.0337 -0.7576
H -0.1748 -0.2421 -1.8742
H 1.1445 0.8295 -2.3327
H 1.7951 -2.1374 0.7497
H 0.7830 -0.7240 1.0714
H 0.2157 -2.0189 0.0124
C -2.6458 0.7003 0.6715
C -1.4765 2.1183 2.1975
N -1.5735 1.0079 1.6319
H -2.2123 0.3792 -0.2748
H -3.3036 1.5581 0.5253
H -3.2233 -0.1300 1.0790
H -0.7056 2.2907 2.9500
H -2.1362 2.9523 1.9516
*
```

Values from the calculation:
HOMO-LUMO gap (alpha / beta), eV: 8.8 / 4.9
Relative energy (zero: lowest compared OMol25 entry of this formula, charge and spin), kJ/mol: 221.4
E_HOMO (alpha / beta), Ha: -0.5230 / -0.5229
LUMO energy (alpha / beta), eV: -5.404 / -9.340

***

no.,F_max (Eh/bohr)
1,0.2255
2,0.0482
3,0.1157
4,0.0737